# 1
The following is a quantum chemistry calculation of a structure of composition C35H41Ge2N4SeSiTl, from the OMol25 dataset.

Geometry as XYZ:
```
85
Properties=species:S:1:pos:R:3:lowdin_spin:R:1
Tl 0.600 -0.901 -0.280 0.16
C 6.236 -1.432 -0.893 0.00
C 5.738 -1.938 -2.086 0.00
C 4.476 -1.587 -2.533 0.00
C 3.667 -0.722 -1.783 0.00
C 4.186 -0.205 -0.588 0.00
C 5.451 -0.559 -0.152 0.00
N 2.350 -0.457 -2.116 0.05
C 1.928 -0.072 -3.299 0.00
C 2.790 0.447 -4.327 0.00
C 2.289 0.917 -5.500 0.00
C 0.894 0.917 -5.767 0.00
C 0.037 0.410 -4.841 0.00
C 0.512 -0.113 -3.609 0.00
N -0.281 -0.715 -2.703 0.01
N -1.514 -0.880 -2.988 -0.01
C -2.234 -1.577 -2.033 0.00
C -3.574 -1.865 -2.323 0.00
C -4.320 -2.580 -1.410 0.00
C -3.723 -3.008 -0.229 0.00
C -2.397 -2.677 -0.015 0.00
N -1.675 -1.976 -0.882 0.01
H 7.216 -1.728 -0.541 0.00
H 6.339 -2.625 -2.672 0.00
H 4.082 -2.008 -3.450 0.00
H 3.574 0.479 -0.011 0.00
H 5.830 -0.150 0.778 0.00
H 3.853 0.475 -4.127 0.00
H 2.966 1.314 -6.248 0.00
H 0.527 1.321 -6.702 0.00
H -1.031 0.388 -5.005 0.00
H -3.999 -1.517 -3.254 0.00
H -5.358 -2.807 -1.618 0.00
H -4.269 -3.575 0.512 0.00
H -1.879 -2.985 0.886 0.00
C 2.436 -1.288 3.014 0.01
Si 2.465 -3.132 2.568 0.02
C 4.291 -3.551 2.286 0.00
C 1.896 -4.058 4.124 0.00
Se 1.193 -3.657 0.785 0.20
H 3.255 -1.047 3.698 0.00
H 1.499 -0.999 3.493 0.00
H 2.569 -0.689 2.109 0.01
H 4.850 -3.508 3.227 0.00
H 4.736 -2.839 1.588 0.00
H 4.407 -4.550 1.861 0.00
H 2.591 -3.871 4.948 0.00
H 1.852 -5.135 3.948 0.00
H 0.902 -3.729 4.434 0.00
C -2.134 3.960 -2.123 0.00
Ge -3.089 2.785 -0.834 0.08
C -4.380 3.992 0.112 0.03
C -4.187 1.585 -1.976 0.00
Ge -1.342 1.371 0.323 0.29
C -0.384 2.644 1.538 0.03
C -0.705 4.000 1.600 0.01
C 0.006 4.873 2.412 0.00
C 1.062 4.403 3.180 0.01
C 1.401 3.058 3.130 0.00
C 0.688 2.196 2.310 0.00
C -2.387 0.307 1.661 0.03
C -3.781 0.323 1.710 0.01
C -4.482 -0.491 2.589 0.00
C -3.799 -1.346 3.442 0.01
C -2.411 -1.377 3.412 0.00
C -1.722 -0.562 2.527 0.01
H -2.839 4.486 -2.770 0.00
H -1.481 3.346 -2.746 0.00
H -1.515 4.699 -1.611 0.00
H -4.973 4.516 -0.639 0.00
H -3.862 4.729 0.726 0.00
H -5.051 3.421 0.754 0.00
H -4.864 2.153 -2.617 0.00
H -4.776 0.890 -1.375 0.00
H -3.515 1.000 -2.606 0.00
H -1.529 4.378 1.005 0.00
H -0.258 5.924 2.446 0.00
H 1.621 5.083 3.812 0.00
H 2.228 2.685 3.724 0.00
H 0.976 1.150 2.268 0.00
H -4.329 0.985 1.048 0.00
H -5.566 -0.466 2.606 0.00
H -4.344 -1.985 4.127 0.00
H -1.867 -2.052 4.063 0.00
H -0.639 -0.615 2.502 0.00
```

The net charge is -1. Its total energy is -233872.83955 eV. As for the maximum force: 0.94 eV Å⁻¹. As for the spin multiplicity: 2. The HOMO-LUMO gap (spin up / spin down) is 0.1876 / 0.2095 Ha.

# 2
The following is a quantum chemistry calculation of a structure of composition C35H42As2Br2CuO11 in a non-equilibrium geometry, from the OMol25 dataset.

Geometry as XYZ:
```
93
Properties=species:S:1:pos:R:3:lowdin_spin:R:1
Cu 0.930 -0.610 -0.337 0.79
C -3.443 -6.009 3.458 0.00
C -2.625 -4.808 3.936 0.00
C -3.539 -3.902 4.776 0.00
C -1.477 -5.324 4.815 0.00
C -2.060 -3.995 2.773 0.00
C -1.224 -2.913 3.031 0.00
C -0.748 -2.160 1.985 0.01
Br 0.403 -0.691 2.390 0.01
C -1.051 -2.407 0.628 0.01
O -0.634 -1.598 -0.323 0.08
C -1.866 -3.531 0.362 0.01
C -2.348 -4.268 1.442 0.00
C -2.242 -4.021 -1.046 0.00
C -3.772 -4.031 -1.190 0.00
C -1.704 -5.456 -1.209 0.00
C -1.677 -3.196 -2.207 0.00
H -3.820 -6.555 4.324 0.00
H -2.836 -6.696 2.865 0.00
H -4.302 -5.696 2.863 0.00
H -3.936 -4.453 5.631 0.00
H -4.377 -3.543 4.176 0.00
H -2.997 -3.033 5.150 0.00
H -1.873 -5.956 5.613 0.00
H -0.927 -4.506 5.281 0.00
H -0.773 -5.914 4.225 0.00
H -0.943 -2.648 4.042 0.00
H -2.985 -5.113 1.223 0.00
H -4.252 -4.682 -0.459 0.00
H -4.047 -4.385 -2.186 0.00
H -4.174 -3.024 -1.064 0.00
H -2.144 -6.145 -0.488 0.00
H -0.621 -5.471 -1.073 0.00
H -1.930 -5.826 -2.211 0.00
H -2.074 -2.183 -2.222 0.00
H -1.955 -3.689 -3.141 0.00
H -0.591 -3.129 -2.169 0.00
C -0.022 2.713 2.830 0.00
O -1.418 2.877 2.583 0.00
C -1.870 3.295 1.396 0.00
O -3.050 3.457 1.234 0.00
C -0.904 3.393 0.245 0.00
C -0.193 4.492 -0.029 0.00
As 1.103 4.887 -1.535 0.00
C 2.629 5.332 -0.379 0.00
C 1.265 2.945 -1.644 0.00
C 0.119 2.396 -2.104 0.00
As -1.085 1.624 -0.786 0.01
C -2.775 2.140 -1.638 0.00
C -0.393 2.679 -3.482 0.00
O -1.193 1.955 -4.019 0.00
O 0.202 3.702 -4.103 0.00
C -0.164 3.884 -5.476 0.00
C 2.015 2.214 -0.591 0.00
O 1.548 1.417 0.223 0.00
O 3.304 2.481 -0.646 0.00
C 4.198 1.784 0.240 0.00
C -0.359 5.768 0.725 0.00
O 0.053 6.818 0.285 0.00
O -0.987 5.662 1.894 0.00
C -1.229 6.888 2.596 0.00
H 0.422 3.673 3.092 0.00
H 0.495 2.278 1.976 0.00
H 0.050 2.032 3.674 0.00
H 2.581 6.402 -0.191 0.00
H 3.552 5.100 -0.908 0.00
H 2.611 4.798 0.571 0.00
H -2.703 3.105 -2.135 0.00
H -3.518 2.195 -0.848 0.00
H -3.045 1.374 -2.360 0.00
H 0.523 4.627 -5.868 0.00
H -1.190 4.241 -5.547 0.00
H -0.073 2.946 -6.019 0.00
H 4.461 2.457 1.055 0.00
H 5.079 1.538 -0.346 0.00
H 3.735 0.881 0.628 0.00
H -1.910 6.635 3.403 0.00
H -1.675 7.624 1.931 0.00
H -0.294 7.281 2.992 0.00
Br 6.065 2.318 -4.853 0.00
C 5.755 0.874 -3.663 0.00
C 6.820 0.096 -3.239 0.00
C 6.585 -0.950 -2.356 0.00
C 5.304 -1.192 -1.885 0.00
C 4.248 -0.399 -2.321 0.00
C 4.466 0.633 -3.226 0.00
C 2.879 -0.568 -1.748 0.00
O 2.759 -1.198 -0.642 0.01
O 1.895 -0.031 -2.293 0.07
H 7.818 0.310 -3.594 0.00
H 7.410 -1.568 -2.028 0.00
H 5.102 -1.983 -1.176 0.00
H 3.631 1.234 -3.561 0.00
```

Its total energy is -365898.35045 eV. As for the maximum force: 1.35 eV Å⁻¹. As for the spin multiplicity: 2. The HOMO-LUMO gap (spin up / spin down) is 0.2415 / 0.1918 Ha.

# 3
The following is a quantum chemistry calculation of a structure of composition C35H42BBrN6O9S5Tc in a non-equilibrium geometry, from the OMol25 dataset.

Geometry as XYZ:
```
100
Properties=species:S:1:pos:R:3:lowdin_spin:R:1
Tc -0.338 0.502 -0.140 2.56
C -1.283 -5.299 -3.908 0.00
C -0.916 -3.856 -3.546 0.00
C 0.013 -3.310 -4.637 0.00
C -2.180 -3.008 -3.453 0.00
N -0.270 -3.882 -2.187 0.00
C -0.582 -4.859 -1.271 0.00
C 0.107 -4.602 -0.145 0.00
N 0.859 -3.475 -0.346 0.00
B 1.688 -2.983 0.884 0.00
N 0.704 -2.669 2.039 0.00
C 1.038 -2.934 3.342 0.00
C 0.021 -2.525 4.128 0.00
N -0.955 -2.005 3.305 0.00
C -0.518 -2.095 2.028 0.01
S -1.385 -1.579 0.616 0.07
C -2.235 -1.398 3.792 0.00
C -2.294 0.075 3.377 0.00
C -2.268 -1.484 5.317 0.00
C -3.416 -2.199 3.238 0.00
N 2.685 -1.820 0.639 0.00
C 3.893 -2.094 0.040 0.00
C 4.654 -0.989 0.115 0.00
N 3.928 -0.012 0.769 0.00
C 2.698 -0.526 1.043 0.01
S 1.341 0.275 1.775 0.03
C 4.605 1.303 1.061 0.00
C 5.014 1.952 -0.263 0.00
C 3.757 2.301 1.838 0.00
C 5.844 0.964 1.900 0.00
C 0.601 -3.021 -1.588 0.00
S 1.425 -1.696 -2.348 -0.01
H -1.622 -5.325 -4.941 0.00
H -2.098 -5.682 -3.294 0.00
H -0.417 -5.958 -3.816 0.00
H -0.316 -3.695 -5.602 0.00
H 1.046 -3.626 -4.484 0.00
H -0.029 -2.225 -4.686 0.00
H -2.662 -2.968 -4.431 0.00
H -1.932 -1.995 -3.163 0.00
H -2.880 -3.423 -2.724 0.00
H -1.257 -5.666 -1.475 0.00
H 0.132 -5.142 0.786 0.00
H 2.357 -3.916 1.235 0.00
H 1.977 -3.386 3.607 0.00
H -0.072 -2.566 5.195 0.00
H -1.345 0.576 3.576 0.00
H -3.074 0.583 3.944 0.00
H -2.521 0.203 2.322 0.00
H -1.472 -0.892 5.770 0.00
H -2.204 -2.516 5.666 0.00
H -3.219 -1.079 5.656 0.00
H -3.424 -2.185 2.153 0.00
H -4.347 -1.759 3.595 0.00
H -3.367 -3.236 3.579 0.00
H 4.109 -3.060 -0.380 0.00
H 5.655 -0.831 -0.237 0.00
H 4.134 2.198 -0.848 0.00
H 5.656 1.302 -0.859 0.00
H 5.560 2.873 -0.052 0.00
H 2.900 2.627 1.257 0.00
H 4.377 3.175 2.043 0.00
H 3.410 1.893 2.785 0.00
H 6.575 0.387 1.333 0.00
H 5.556 0.393 2.785 0.00
H 6.323 1.886 2.224 0.00
O -2.156 3.586 -0.521 0.00
S -3.009 2.460 -0.261 0.01
O -4.129 2.696 0.612 0.01
O -2.294 1.214 0.192 0.07
C -3.725 2.116 -1.879 0.00
C -5.069 2.451 -1.993 0.00
C -5.706 2.405 -3.222 0.00
C -5.007 2.019 -4.354 0.00
C -3.673 1.660 -4.249 0.00
C -3.028 1.716 -3.021 0.00
S -1.317 1.194 -3.041 0.01
O -1.296 0.151 -1.929 0.06
O -1.119 0.506 -4.295 0.00
O -0.448 2.294 -2.769 0.00
H -5.584 2.765 -1.096 0.00
H -6.752 2.674 -3.295 0.00
H -5.504 1.985 -5.315 0.00
H -3.104 1.322 -5.103 0.00
Br 2.050 8.834 1.006 0.00
C 1.408 7.045 0.953 0.00
C 1.114 6.403 2.144 0.00
C 0.664 5.092 2.101 0.00
C 0.527 4.442 0.883 0.00
C 0.814 5.105 -0.304 0.00
C 1.251 6.419 -0.273 0.00
C 0.114 3.012 0.857 0.01
O -0.387 2.462 1.843 0.06
O 0.470 2.332 -0.193 0.08
H 1.239 6.913 3.089 0.00
H 0.419 4.557 3.009 0.00
H 0.668 4.578 -1.239 0.00
H 1.474 6.949 -1.188 0.00
O 2.086 0.690 -1.742 0.03
C 1.270 -0.065 -1.341 0.00
```

Its total energy is -191443.72958 eV. As for the maximum force: 1.25 eV Å⁻¹. As for the spin multiplicity: 4. The HOMO-LUMO gap (spin up / spin down) is 0.2916 / 0.2717 Ha.

- spin multiplicity of number 3 (C35H42BBrN6O9S5Tc)?
  4

- Number 3 is which compound?
  C35H42BBrN6O9S5Tc

- Which value of maximum force does entry 3 give?
  1.25 eV Å⁻¹